a.
This record from the OMol25 dataset describes a cluster of 3 separate species, C2H11NO3 in total. The level of theory is the ωB97M-V functional and the def2-TZVPD basis.

Element x y z (Å)
C1 0.921 -0.088 1.149
O1 1.133 1.111 0.377
C2 1.485 -1.332 0.171
N1 0.669 -1.429 -1.092
H1 1.474 -0.152 2.171
H2 -0.147 -0.378 1.199
H3 0.322 1.767 0.366
H4 2.655 -1.241 0.174
H5 1.353 -2.163 0.810
H6 0.872 -2.281 -1.526
H7 0.799 -0.592 -1.683
H8 -1.746 1.185 -0.146
H9 -1.974 2.708 -0.270
O2 -1.464 2.037 0.177
H10 -1.930 -0.949 0.252
H11 -1.473 -0.871 -1.214
O3 -2.084 -0.463 -0.605

Summary:
Highest occupied orbital energy (eV): -9.5
Gap between HOMO and LUMO (eV): 10.3
SMILES: NCCO.O.O

Formally, the natural (NBO) partial charges of the atoms, in units of the elementary charge, are as follows: atom 1 (C): -0.054, atom 2 (O): -0.787, atom 3 (C): -0.237, atom 4 (N): -0.885, atom 5 (H): 0.170, atom 6 (H): 0.147, atom 7 (H): 0.522, atom 8 (H): 0.173, atom 9 (H): 0.179, atom 10 (H): 0.367, atom 11 (H): 0.384, atom 12 (H): 0.503, atom 13 (H): 0.478, atom 14 (O): -0.984, atom 15 (H): 0.481, atom 16 (H): 0.502, atom 17 (O): -0.961

---

b.
This record from the OMol25 dataset describes a structure of composition C2H11NO3. The level of theory is the ωB97M-V functional and the def2-TZVPD basis.

Element x y z (Å)
C1 1.642 -1.976 -0.091
C2 2.608 -1.521 0.769
N1 1.360 -0.260 0.817
H1 1.014 -2.830 0.174
H2 1.546 -1.715 -1.136
H3 2.656 -1.932 1.776
H4 1.054 -0.537 1.754
H5 2.079 0.401 1.135
H6 0.194 -0.244 -1.692
H7 0.008 0.557 -0.490
O1 -0.133 0.625 -1.458
H8 -2.407 2.503 -1.045
H9 -1.898 1.163 -1.600
O2 -2.654 1.573 -1.157
H10 -2.150 0.764 0.469
H11 -1.639 1.574 1.583
O3 -1.619 0.671 1.284

Summary:
Highest occupied orbital energy (eV): -8.2
Gap between HOMO and LUMO (eV): 8.3

Formally, the natural (NBO) partial charges of the atoms, in units of the elementary charge, are as follows: atom 1 (C): -0.130, atom 2 (C): -0.330, atom 3 (N): -0.802, atom 4 (H): 0.175, atom 5 (H): 0.173, atom 6 (H): 0.159, atom 7 (H): 0.368, atom 8 (H): 0.396, atom 9 (H): 0.466, atom 10 (H): 0.514, atom 11 (O): -0.974, atom 12 (H): 0.470, atom 13 (H): 0.506, atom 14 (O): -0.973, atom 15 (H): 0.496, atom 16 (H): 0.459, atom 17 (O): -0.971

---

Which is the most stable structure? a is the most stable.

---

a.
This record from the OMol25 dataset describes a cluster of 4 separate species, C2H11NO3 in total. The level of theory is the ωB97M-V functional and the def2-TZVPD basis.

Element x y z (Å)
C1 -2.269 1.252 -1.114
C2 -2.291 -0.074 -0.873
N1 -1.351 -0.876 -0.263
H1 -1.569 1.866 -0.555
H2 -2.791 1.581 -2.000
H3 -3.255 -0.559 -1.083
H4 -0.502 -1.095 -0.763
H5 -1.683 -1.680 0.154
H6 2.631 0.923 3.642
H7 3.528 -0.060 2.895
O1 2.638 0.048 3.238
H8 0.432 1.203 0.264
H9 1.122 0.397 1.338
O2 1.217 0.668 0.416
H10 1.298 -1.993 -1.895
H11 1.726 -0.550 -1.423
O3 1.119 -1.052 -1.977

Summary:
Highest occupied orbital energy (eV): -8.0
Gap between HOMO and LUMO (eV): 8.7
SMILES: C=CN.O.O.O

Formally, the natural (NBO) partial charges of the atoms, in units of the elementary charge, are as follows: atom 1 (C): -0.510, atom 2 (C): 0.037, atom 3 (N): -0.857, atom 4 (H): 0.176, atom 5 (H): 0.212, atom 6 (H): 0.150, atom 7 (H): 0.418, atom 8 (H): 0.360, atom 9 (H): 0.473, atom 10 (H): 0.475, atom 11 (O): -0.946, atom 12 (H): 0.474, atom 13 (H): 0.488, atom 14 (O): -0.965, atom 15 (H): 0.471, atom 16 (H): 0.501, atom 17 (O): -0.958

---

b.
This record from the OMol25 dataset describes a cluster of 4 separate species, C2H11NO3 in total. The level of theory is the ωB97M-V functional and the def2-TZVPD basis.

Element x y z (Å)
C1 1.313 -2.517 0.144
C2 0.941 -1.294 -0.055
N1 0.658 -0.527 1.061
H1 1.769 -2.818 1.114
H2 1.068 -3.252 -0.622
H3 0.326 -1.057 -0.935
H4 0.299 -1.144 1.825
H5 -0.059 0.195 0.921
H6 -1.954 -0.716 -3.080
H7 -0.702 -0.150 -2.323
O1 -1.610 0.023 -2.599
H8 2.337 2.003 0.903
H9 1.985 3.373 0.375
O2 1.696 2.457 0.365
H10 -3.208 1.355 1.401
H11 -1.664 1.379 1.577
O3 -2.377 0.944 1.095

Summary:
Highest occupied orbital energy (eV): -8.4
Gap between HOMO and LUMO (eV): 9.1
SMILES: C=CN.O.O.O

Formally, the natural (NBO) partial charges of the atoms, in units of the elementary charge, are as follows: atom 1 (C): -0.479, atom 2 (C): 0.000, atom 3 (N): -0.838, atom 4 (H): 0.193, atom 5 (H): 0.204, atom 6 (H): 0.165, atom 7 (H): 0.371, atom 8 (H): 0.381, atom 9 (H): 0.470, atom 10 (H): 0.469, atom 11 (O): -0.937, atom 12 (H): 0.474, atom 13 (H): 0.466, atom 14 (O): -0.940, atom 15 (H): 0.476, atom 16 (H): 0.467, atom 17 (O): -0.942

---

Which is the most stable structure? a is the most stable.

---

a.
This record from the OMol25 dataset describes an isolated molecule of C3H2N4O. The level of theory is the ωB97M-V functional and the def2-TZVPD basis.

Element x y z (Å)
C1 1.066 0.321 -0.017
C2 -1.092 1.204 -0.347
C3 -1.637 0.068 0.525
H1 -1.666 2.044 -0.781
H2 -2.317 0.335 1.314
N1 0.160 1.404 -0.479
N2 -1.058 -1.102 0.506
N3 -0.126 -1.532 -0.475
N4 0.881 -0.838 -0.800
O1 1.871 0.318 0.904

Summary:
Highest occupied orbital energy (eV): -10.1
Gap between HOMO and LUMO (eV): 9.1
SMILES: O=c1nccnnn1

Formally, the natural (NBO) partial charges of the atoms, in units of the elementary charge, are as follows: atom 1 (C): 0.717, atom 2 (C): 0.072, atom 3 (C): 0.033, atom 4 (H): 0.215, atom 5 (H): 0.221, atom 6 (N): -0.399, atom 7 (N): -0.249, atom 8 (N): 0.058, atom 9 (N): -0.178, atom 10 (O): -0.490

---

b.
This record from the OMol25 dataset describes an isolated molecule of C3H2N4O. The level of theory is the ωB97M-V functional and the def2-TZVPD basis.

Element x y z (Å)
C1 -0.200 0.366 1.809
C2 -0.537 -0.474 -1.541
C3 -0.440 -0.284 -0.211
H1 -0.475 0.473 2.771
H2 -1.267 -1.139 -2.092
N1 0.953 0.835 1.294
N2 0.766 0.230 0.068
N3 1.490 0.355 -1.043
N4 0.700 0.033 -2.039
O1 -0.989 -0.397 0.985

Summary:
Highest occupied orbital energy (eV): -9.7
Gap between HOMO and LUMO (eV): 10.1
SMILES: c1nn2nncc2o1

Formally, the natural (NBO) partial charges of the atoms, in units of the elementary charge, are as follows: atom 1 (C): 0.326, atom 2 (C): -0.207, atom 3 (C): 0.357, atom 4 (H): 0.197, atom 5 (H): 0.244, atom 6 (N): -0.203, atom 7 (N): -0.075, atom 8 (N): -0.050, atom 9 (N): -0.197, atom 10 (O): -0.392

---

c.
This record from the OMol25 dataset describes a structure of composition C3H2N4O. The level of theory is the ωB97M-V functional and the def2-TZVPD basis.

Element x y z (Å)
C1 -0.573 -1.321 -0.449
C2 -0.605 0.591 0.160
C3 0.577 -0.121 -0.501
H1 -1.053 -1.781 -1.480
H2 -0.546 -2.280 -0.095
N1 -0.502 1.533 1.111
N2 0.798 2.041 1.104
N3 1.732 1.567 0.444
N4 1.772 0.238 -0.354
O1 -1.599 -0.469 0.062

Summary:
Highest occupied orbital energy (eV): -10.1
Gap between HOMO and LUMO (eV): 9.1

Formally, the natural (NBO) partial charges of the atoms, in units of the elementary charge, are as follows: atom 1 (C): -0.119, atom 2 (C): 0.464, atom 3 (C): 0.169, atom 4 (H): 0.200, atom 5 (H): 0.230, atom 6 (N): -0.271, atom 7 (N): 0.013, atom 8 (N): -0.002, atom 9 (N): -0.224, atom 10 (O): -0.460

---

Which is the most stable structure? b is the most stable.

---

a.
This record from the OMol25 dataset describes an isolated molecule of C3H2N4O. The level of theory is the ωB97M-V functional and the def2-TZVPD basis.

Element x y z (Å)
C1 0.079 0.743 1.164
C2 0.753 0.555 -0.784
C3 0.247 -0.986 -0.126
N1 0.422 1.472 0.084
N2 0.000 -0.567 1.154
N3 1.505 -0.465 -0.731
N4 -0.732 -0.315 -1.153
O1 -0.515 -1.696 -0.959
H1 -0.146 1.281 2.068
H2 -1.613 -0.020 -0.718

Summary:
Highest occupied orbital energy (eV): -10.2
Gap between HOMO and LUMO (eV): 9.3

Formally, the natural (NBO) partial charges of the atoms, in units of the elementary charge, are as follows: atom 1 (C): 0.286, atom 2 (C): 0.649, atom 3 (C): 0.614, atom 4 (N): -0.580, atom 5 (N): -0.550, atom 6 (N): -0.443, atom 7 (N): -0.282, atom 8 (O): -0.281, atom 9 (H): 0.213, atom 10 (H): 0.375

---

b.
This record from the OMol25 dataset describes an isolated molecule of C3H2N4O. The level of theory is the ωB97M-V functional and the def2-TZVPD basis.

Element x y z (Å)
C1 0.639 0.358 -1.017
C2 -0.340 -0.107 0.725
C3 -1.385 -0.348 1.542
H1 -0.168 0.811 -2.714
H2 1.126 -0.444 1.921
N1 1.567 -0.223 -0.288
N2 0.775 -0.464 0.823
N3 -0.563 0.402 -0.553
N4 -2.528 -0.728 1.921
O1 0.878 0.744 -2.361

Summary:
Highest occupied orbital energy (eV): -10.4
Gap between HOMO and LUMO (eV): 10.0
SMILES: N#Cc1nc(O)n[nH]1

Formally, the natural (NBO) partial charges of the atoms, in units of the elementary charge, are as follows: atom 1 (C): 0.576, atom 2 (C): 0.199, atom 3 (C): 0.219, atom 4 (H): 0.502, atom 5 (H): 0.435, atom 6 (N): -0.320, atom 7 (N): -0.266, atom 8 (N): -0.494, atom 9 (N): -0.195, atom 10 (O): -0.656

---

Which is the most stable structure? b is the most stable.

---

a.
This record from the OMol25 dataset describes a structure of composition C16H15AsCl5O8PtS. The level of theory is the ωB97M-V functional and the def2-TZVPD basis.

Element x y z (Å)
Pt1 0.075 0.055 -0.050
O1 -0.452 -4.249 0.584
As1 -0.601 -3.094 -0.738
O2 -0.227 -3.777 -2.140
O3 0.516 -1.907 -0.072
C1 -2.383 -2.397 -0.397
C2 -3.189 -3.171 0.434
C3 -4.488 -2.795 0.743
C4 -5.013 -1.624 0.225
C5 -4.227 -0.834 -0.601
C6 -2.933 -1.219 -0.906
S1 -2.013 -0.100 -1.922
O4 -1.626 1.047 -1.000
O5 -2.771 0.294 -3.052
O6 -0.710 -0.773 -2.136
H1 -0.181 -5.099 0.211
H2 -2.789 -4.090 0.842
H3 -5.089 -3.424 1.383
H4 -6.028 -1.329 0.452
H5 -4.626 0.079 -1.024
C7 -0.667 3.338 0.770
O7 -0.536 2.021 1.315
C8 0.143 2.026 2.567
C9 -0.125 0.701 3.232
O8 0.359 -0.326 2.371
C10 0.197 -1.627 2.948
H6 -1.245 3.953 1.461
H7 -1.191 3.242 -0.173
H8 0.318 3.787 0.615
H9 -0.237 2.840 3.190
H10 1.215 2.186 2.405
H11 -1.200 0.566 3.393
H12 0.391 0.643 4.195
H13 0.814 -1.693 3.847
H14 0.510 -2.356 2.206
H15 -0.852 -1.792 3.206
Cl1 3.132 -0.936 1.092
C11 3.186 0.260 -0.084
C12 1.984 0.820 -0.578
C13 2.130 1.788 -1.547
Cl2 0.765 2.498 -2.285
C14 3.417 2.227 -2.013
Cl3 3.543 3.424 -3.177
C15 4.603 1.641 -1.499
Cl4 6.124 2.151 -2.063
C16 4.494 0.655 -0.546
Cl5 5.881 -0.086 0.084

Summary:
Charge: +1
Expectation value of S²: 6.027
Highest occupied orbital energy (spin up / spin down) (eV): -12.0 / -12.4
Spin multiplicity: 5
Gap between HOMO and LUMO (spin up / spin down) (eV): 8.0 / 4.8

Formally, the natural (NBO) partial charges of the atoms, in units of the elementary charge, are as follows: atom 1 (Pt): 1.551, atom 2 (O): -1.033, atom 3 (As): 2.436, atom 4 (O): -1.068, atom 5 (O): -1.098, atom 6 (C): -0.455, atom 7 (C): -0.182, atom 8 (C): -0.179, atom 9 (C): -0.181, atom 10 (C): -0.193, atom 11 (C): -0.269, atom 12 (S): 2.372, atom 13 (O): -0.951, atom 14 (O): -0.865, atom 15 (O): -0.934, atom 16 (H): 0.512, atom 17 (H): 0.250, atom 18 (H): 0.234, atom 19 (H): 0.235, atom 20 (H): 0.244, atom 21 (C): -0.252, atom 22 (O): -0.563, atom 23 (C): -0.088, atom 24 (C): -0.086, atom 25 (O): -0.575, atom 26 (C): -0.265, atom 27 (H): 0.193, atom 28 (H): 0.227, atom 29 (H): 0.174, atom 30 (H): 0.207, atom 31 (H): 0.182, atom 32 (H): 0.195, atom 33 (H): 0.201, atom 34 (H): 0.187, atom 35 (H): 0.240, atom 36 (H): 0.188, atom 37 (Cl): 0.246, atom 38 (C): 0.043, atom 39 (C): -0.393, atom 40 (C): 0.033, atom 41 (Cl): 0.125, atom 42 (C): -0.006, atom 43 (Cl): 0.240, atom 44 (C): -0.116, atom 45 (Cl): 0.141, atom 46 (C): -0.072, atom 47 (Cl): 0.167

---

b.
This record from the OMol25 dataset describes a structure of composition C16H15AsCl5O8PtS. The level of theory is the ωB97M-V functional and the def2-TZVPD basis.

Element x y z (Å)
Pt1 0.310 0.167 -0.794
O1 -0.201 -4.313 -0.117
As1 -0.402 -3.003 -1.283
O2 -0.393 -3.685 -2.738
O3 0.797 -1.929 -0.708
C1 -2.046 -2.181 -0.586
C2 -2.655 -2.776 0.514
C3 -3.776 -2.179 1.072
C4 -4.290 -0.998 0.550
C5 -3.687 -0.400 -0.542
C6 -2.560 -0.999 -1.099
S1 -1.812 -0.107 -2.463
O4 -1.441 1.191 -1.822
O5 -2.736 -0.007 -3.532
O6 -0.510 -0.759 -2.740
H1 -0.106 -5.132 -0.622
H2 -2.257 -3.697 0.917
H3 -4.257 -2.646 1.922
H4 -5.162 -0.539 0.994
H5 -4.076 0.512 -0.976
C7 -0.984 3.303 0.180
O7 -0.693 2.003 0.701
C8 -0.014 2.076 1.942
C9 -0.072 0.713 2.573
O8 0.568 -0.217 1.712
C10 0.529 -1.542 2.248
H6 -1.657 3.825 0.864
H7 -1.474 3.171 -0.775
H8 -0.070 3.889 0.055
H9 -0.515 2.794 2.596
H10 1.026 2.389 1.792
H11 -1.114 0.418 2.733
H12 0.441 0.736 3.540
H13 1.205 -1.611 3.104
H14 0.846 -2.227 1.469
H15 -0.484 -1.800 2.565
Cl1 3.317 -1.186 0.559
C11 3.490 0.198 -0.372
C12 2.359 0.855 -0.886
C13 2.606 1.953 -1.693
Cl2 1.284 2.714 -2.463
C14 3.920 2.456 -1.933
Cl3 4.133 3.825 -2.886
C15 5.031 1.805 -1.377
Cl4 6.605 2.402 -1.647
C16 4.828 0.674 -0.610
Cl5 6.150 -0.134 0.064

Summary:
Charge: +1
Expectation value of S²: 6.028
Highest occupied orbital energy (spin up / spin down) (eV): -12.2 / -12.3
Spin multiplicity: 5
Gap between HOMO and LUMO (spin up / spin down) (eV): 8.2 / 4.5

Formally, the natural (NBO) partial charges of the atoms, in units of the elementary charge, are as follows: atom 1 (Pt): 1.491, atom 2 (O): -1.037, atom 3 (As): 2.436, atom 4 (O): -1.073, atom 5 (O): -1.078, atom 6 (C): -0.442, atom 7 (C): -0.197, atom 8 (C): -0.178, atom 9 (C): -0.193, atom 10 (C): -0.195, atom 11 (C): -0.275, atom 12 (S): 2.364, atom 13 (O): -0.944, atom 14 (O): -0.857, atom 15 (O): -0.908, atom 16 (H): 0.514, atom 17 (H): 0.256, atom 18 (H): 0.232, atom 19 (H): 0.234, atom 20 (H): 0.242, atom 21 (C): -0.256, atom 22 (O): -0.557, atom 23 (C): -0.087, atom 24 (C): -0.084, atom 25 (O): -0.568, atom 26 (C): -0.269, atom 27 (H): 0.192, atom 28 (H): 0.228, atom 29 (H): 0.176, atom 30 (H): 0.205, atom 31 (H): 0.180, atom 32 (H): 0.194, atom 33 (H): 0.199, atom 34 (H): 0.188, atom 35 (H): 0.237, atom 36 (H): 0.190, atom 37 (Cl): 0.243, atom 38 (C): 0.142, atom 39 (C): -0.392, atom 40 (C): -0.063, atom 41 (Cl): 0.145, atom 42 (C): 0.032, atom 43 (Cl): 0.229, atom 44 (C): -0.130, atom 45 (Cl): 0.136, atom 46 (C): -0.086, atom 47 (Cl): 0.185

---

Which is the most stable structure? a is the most stable.

---

a.
This record from the OMol25 dataset describes an isolated molecule of CH3ClN2. The level of theory is the ωB97M-V functional and the def2-TZVPD basis.

Element x y z (Å)
C1 0.510 -0.053 0.418
N1 0.026 0.598 -0.750
N2 -0.878 -0.110 0.089
Cl1 -1.406 -1.619 -0.633
H1 1.125 -0.926 0.235
H2 0.759 0.511 1.311
H3 -0.136 1.599 -0.671

Summary:
Highest occupied orbital energy (eV): -10.0
Gap between HOMO and LUMO (eV): 10.9
SMILES: ClN1CN1

Formally, the natural (NBO) partial charges of the atoms, in units of the elementary charge, are as follows: atom 1 (C): -0.107, atom 2 (N): -0.452, atom 3 (N): -0.247, atom 4 (Cl): 0.061, atom 5 (H): 0.196, atom 6 (H): 0.189, atom 7 (H): 0.359

---

b.
This record from the OMol25 dataset describes an isolated molecule of CH3ClN2. The level of theory is the ωB97M-V functional and the def2-TZVPD basis.

Element x y z (Å)
C1 -0.397 -0.396 0.114
N1 -0.196 0.946 0.170
N2 0.709 -0.026 -0.580
Cl1 2.234 -0.113 0.136
H1 -0.262 -1.109 1.031
H2 -1.204 -0.713 -0.432
H3 -0.883 1.410 -0.438

Summary:
Highest occupied orbital energy (eV): -10.0
Gap between HOMO and LUMO (eV): 11.0
SMILES: ClN1CN1

Formally, the natural (NBO) partial charges of the atoms, in units of the elementary charge, are as follows: atom 1 (C): -0.081, atom 2 (N): -0.455, atom 3 (N): -0.292, atom 4 (Cl): 0.133, atom 5 (H): 0.167, atom 6 (H): 0.176, atom 7 (H): 0.352

---

Which is the most stable structure? a is the most stable.